[1]
Formula: C4H5OP
Source: the OMol25 dataset
Level of theory: ωB97M-V/def2-TZVPD

Results
LUMO level (alpha / beta)	-1.531 / -1.537	eV
energy above the lowest of the compared OMol25 structures with the same formula, charge and spin	730.8	kJ/mol
net charge	0
frontier orbital gap (alpha / beta)	6.81 / 6.77	eV

Geometry as XYZ:
```
11
Properties=species:S:1:pos:R:3:lowdin_charge:R:1
C -0.966 1.243 0.273 -0.146
C 0.257 0.724 0.413 -0.126
C -1.808 0.192 -0.026 -0.288
C 0.429 -0.692 0.371 -0.422
O -3.896 0.566 0.392 -0.374
P -1.239 -1.465 0.067 0.969
H -1.237 2.266 0.297 0.106
H 1.222 1.298 0.770 0.162
H 1.171 -0.993 -0.294 0.071
H 0.889 -1.105 1.265 0.092
H -1.149 -1.328 -1.267 -0.043
```

---

[2]
Formula: C4H5P
Source: the OMol25 dataset
Level of theory: ωB97M-V/def2-TZVPD

Results
LUMO level (alpha / beta)	0.970 / -2.607	eV
energy above the lowest of the compared OMol25 structures with the same formula, charge and spin	225.6	kJ/mol
multiplicity	3
net charge	0
frontier orbital gap (alpha / beta)	6.18 / 7.18	eV

Geometry as XYZ:
```
10
Properties=species:S:1:pos:R:3:mulliken_spin:R:1
C 0.055 -0.112 0.330 0.191
C -2.276 0.243 -0.259 0.702
C -1.350 -0.404 0.413 0.291
C 1.250 -0.156 0.121 0.610
P 3.169 -0.059 0.277 0.140
H -3.382 0.170 -0.275 0.015
H -1.880 1.047 -0.800 0.018
H -1.662 -1.235 1.114 0.004
H 3.545 1.163 -0.184 0.010
H 2.530 -0.657 -0.736 0.019
```

---

[3]
Formula: C4H6AgO3
Source: the OMol25 dataset
Level of theory: ωB97M-V/def2-TZVPD

Results
LUMO level (alpha / beta)	-0.782 / -0.806	eV
energy above the lowest of the compared OMol25 structures with the same formula, charge and spin	160.4	kJ/mol
multiplicity	2
net charge	0
frontier orbital gap (alpha / beta)	6.82 / 7.65	eV

Geometry as XYZ:
```
14
Properties=species:S:1:pos:R:3:mulliken_spin:R:1
C 1.791 3.186 0.018 0.000
C 1.896 1.759 -0.400 0.003
O 1.472 0.819 0.242 0.004
H 1.241 3.745 -0.756 0.000
H 1.292 3.288 0.988 0.000
H 2.803 3.616 0.058 0.000
H 2.378 1.581 -1.387 0.000
O -1.449 -1.262 -1.269 0.109
Ag -3.084 -2.979 -1.514 -0.017
C -0.904 -1.338 -0.191 0.802
O -1.052 -2.107 0.796 -0.055
C -2.131 -3.229 0.741 0.148
H -2.728 -2.980 1.635 0.002
H -1.526 -4.102 1.040 0.003
```

---

[4]
Formula: C4H6BClN2O2
Source: the OMol25 dataset
Level of theory: ωB97M-V/def2-TZVPD

Results
SMILES	Cn1ncc(B(O)O)c1Cl
LUMO level	0.209	eV
energy above the lowest of the compared OMol25 structures with the same formula, charge and spin	0.0	kJ/mol
net charge	0
frontier orbital gap	8.59	eV

Geometry as XYZ:
```
16
Properties=species:S:1:pos:R:3:lowdin_charge:R:1
B -0.756 -0.109 -2.350 -0.778
C -0.214 1.468 -0.238 -0.101
C -0.411 0.306 -0.910 -0.041
C 0.122 -0.716 0.126 -0.600
C 0.954 -0.499 2.396 -0.068
N 0.371 1.301 1.020 0.076
N 0.470 -0.041 1.197 -0.287
O -1.339 0.828 -3.170 0.154
O -0.361 -1.320 -2.610 0.160
Cl 0.338 -2.381 0.085 0.790
H -0.375 2.403 -0.730 0.109
H 0.493 0.110 3.146 0.085
H 0.692 -1.613 2.386 0.077
H 2.089 -0.372 2.399 0.124
H -1.863 0.475 -3.933 0.124
H -0.445 -1.600 -3.592 0.175
```

---

[5]
Formula: C4H6BeO2
Source: the OMol25 dataset
Level of theory: ωB97M-V/def2-TZVPD

Results
LUMO level	-0.624	eV
energy above the lowest of the compared OMol25 structures with the same formula, charge and spin	206.4	kJ/mol
net charge	0
frontier orbital gap	7.83	eV

Geometry as XYZ:
```
13
Properties=species:S:1:pos:R:3:lowdin_charge:R:1
O -1.104 -0.020 2.128 -0.251
C -0.986 1.019 1.200 -0.332
C -0.458 0.568 -0.162 -0.284
O 0.984 0.576 -0.265 -0.164
C 1.527 -0.599 -0.726 -0.284
C 0.665 -1.630 -0.927 -0.101
Be -0.421 -1.232 1.036 0.714
H -0.320 1.820 1.581 0.128
H -1.976 1.485 1.014 0.118
H -0.805 1.292 -0.916 0.119
H 2.329 -0.360 -1.435 0.121
H 1.152 -2.498 -1.383 0.012
H -0.586 -0.421 -1.145 0.202
```

---

[6]
Formula: C4H6BeO5
Source: the OMol25 dataset
Level of theory: ωB97M-V/def2-TZVPD

Results
LUMO level (alpha / beta)	-6.273 / -7.267	eV
energy above the lowest of the compared OMol25 structures with the same formula, charge and spin	0.0	kJ/mol
multiplicity	2
net charge	+1
frontier orbital gap (alpha / beta)	7.09 / 6.09	eV

Geometry as XYZ:
```
16
Properties=species:S:1:pos:R:3:mulliken_spin:R:1
H 2.056 -0.643 -0.904 -0.001
O 0.224 0.230 -0.439 0.040
O 1.225 1.953 -2.283 0.000
C 1.619 0.313 -0.566 0.001
C 1.996 1.370 -1.563 0.000
H 2.107 0.568 0.391 0.001
H 3.088 1.581 -1.584 0.000
O 0.106 -2.088 -0.165 0.075
C -0.232 -0.866 0.256 -0.010
O -1.663 -0.841 0.123 -0.003
Be -1.333 -2.164 -0.302 -0.002
O 0.054 -0.809 1.574 0.894
C -2.160 0.155 1.223 -0.001
H -1.518 0.967 1.587 0.004
H -2.914 0.725 0.666 0.002
H -2.655 -0.452 1.986 0.001
```

---

[7]
Formula: C4H6BiO2
Source: the OMol25 dataset
Level of theory: ωB97M-V/def2-TZVPD

Results
LUMO level (alpha / beta)	-17.070 / -17.194	eV
energy above the lowest of the compared OMol25 structures with the same formula, charge and spin	314.1	kJ/mol
net charge	+3
frontier orbital gap (alpha / beta)	4.50 / 4.39	eV

Geometry as XYZ:
```
13
Properties=species:S:1:pos:R:3:lowdin_charge:R:1
C -0.422 -0.675 -0.477 -0.066
O -0.121 -1.721 -1.175 0.222
H -1.501 -0.660 -0.271 0.193
H 0.748 -1.717 -1.612 0.204
C -0.726 1.594 -0.240 0.250
C 0.563 1.209 0.045 0.077
C 0.550 -0.220 0.557 -0.463
O 0.268 -0.742 1.736 -0.400
Bi 0.082 -2.558 2.295 2.238
H -1.043 2.592 0.074 0.150
H -1.558 1.253 -0.855 0.148
H 1.405 1.600 -0.531 0.186
H 1.756 0.045 0.455 0.262
```

---

[8]
Formula: C4H6BiO3
Source: the OMol25 dataset
Level of theory: ωB97M-V/def2-TZVPD

Results
LUMO level (alpha / beta)	2.317 / 2.347	eV
net charge	-1
frontier orbital gap (alpha / beta)	4.91 / 4.93	eV

Geometry as XYZ:
```
14
Properties=species:S:1:pos:R:3:lowdin_charge:R:1
H -1.772 0.484 -0.932 0.088
C -1.644 0.386 0.154 -0.426
C -0.410 0.764 0.671 -0.193
H -0.095 1.803 0.534 0.021
H -1.472 1.135 1.437 0.150
O -2.419 -0.716 0.531 -0.436
O -3.126 -0.446 1.750 -0.696
Bi -2.182 -1.981 2.715 0.871
C 2.393 0.210 -0.873 -0.358
C 1.188 -0.143 -0.378 -0.060
O 3.194 -0.536 -1.749 -0.122
H 2.918 1.136 -0.607 0.071
H 0.786 -1.039 -0.894 0.019
H 2.641 -1.055 -2.358 0.071
```

---

[9]
Formula: C4H6Br2
Source: the OMol25 dataset
Level of theory: ωB97M-V/def2-TZVPD

Results
SMILES	CC1[C@@H](Br)[C@@H]1Br
LUMO level	0.765	eV
energy above the lowest of the compared OMol25 structures with the same formula, charge and spin	73.5	kJ/mol
net charge	0
frontier orbital gap	9.82	eV

Geometry as XYZ:
```
12
Properties=species:S:1:pos:R:3:lowdin_charge:R:1
C 0.396 0.326 0.187 -0.468
C -1.087 0.452 0.603 -0.615
C -0.111 -0.998 0.882 -0.602
C 0.793 0.243 -1.220 -0.131
Br -2.337 0.188 -0.817 0.687
Br 0.347 -1.253 2.737 0.627
H 1.016 1.081 0.657 0.130
H -1.448 1.244 1.304 0.087
H -0.383 -1.935 0.357 0.085
H 1.297 1.162 -1.505 0.081
H -0.019 0.054 -1.931 0.028
H 1.536 -0.564 -1.254 0.092
```

---

[10]
Formula: C4H6Br2O
Source: the OMol25 dataset
Level of theory: ωB97M-V/def2-TZVPD

Results
SMILES	CC(Br)(Br)[C@H]1CO1
LUMO level	-0.175	eV
energy above the lowest of the compared OMol25 structures with the same formula, charge and spin	339.9	kJ/mol
net charge	0
frontier orbital gap	9.91	eV

Geometry as XYZ:
```
13
Properties=species:S:1:pos:R:3:lowdin_charge:R:1
C 1.365 0.343 1.408 -0.085
C -0.187 -0.031 1.374 -0.457
C -0.870 -0.425 0.037 -0.968
C -0.309 0.704 -1.046 -0.128
O 0.308 1.217 1.589 -0.069
Br -0.645 -2.519 -0.088 0.517
Br -2.877 0.009 0.132 0.588
H 1.930 0.076 2.307 0.109
H 1.679 -0.134 0.350 0.149
H -0.615 -0.501 2.311 0.148
H 0.769 0.840 -1.192 0.064
H -0.571 1.429 -0.338 0.016
H -0.750 0.782 -2.126 0.116
```

---

[11]
Formula: C4H6BrN2
Source: the OMol25 dataset
Level of theory: ωB97M-V/def2-TZVPD

Results
LUMO level	-5.453	eV
energy above the lowest of the compared OMol25 structures with the same formula, charge and spin	486.3	kJ/mol
net charge	+1
frontier orbital gap	8.98	eV

Geometry as XYZ:
```
13
Properties=species:S:1:pos:R:3:lowdin_charge:R:1
C -2.851 -0.611 -0.701 0.035
C 3.153 0.079 0.873 0.094
C -2.103 0.411 -0.639 0.084
C 0.772 0.128 0.081 -0.715
N 2.002 -0.229 0.453 0.039
N -0.331 0.239 0.638 0.124
Br 0.719 0.418 -1.908 0.739
H -3.678 -0.627 -1.261 0.049
H -2.568 -1.694 -0.311 0.167
H 3.631 1.000 1.121 0.096
H 3.912 -0.656 1.072 0.096
H -1.910 1.467 -0.913 0.102
H -0.748 0.074 1.495 0.091
```

---

[12]
Formula: C4H6BrN3O
Source: the OMol25 dataset
Level of theory: ωB97M-V/def2-TZVPD

Results
SMILES	CC(C)(Br)/N=[N+](\[O-])C#N
LUMO level	-0.960	eV
energy above the lowest of the compared OMol25 structures with the same formula, charge and spin	347.5	kJ/mol
net charge	0
frontier orbital gap	9.61	eV

Geometry as XYZ:
```
15
Properties=species:S:1:pos:R:3:lowdin_charge:R:1
C -2.913 -0.707 0.017 -0.148
C 1.263 0.413 -1.197 -0.150
C 0.771 0.298 1.340 -0.080
C 0.637 -0.346 -0.064 -0.848
N -3.643 -1.499 0.380 0.213
N -0.793 -0.701 -0.246 0.104
N -1.783 0.104 -0.212 -0.299
O -1.884 1.320 -0.253 0.062
Br 1.612 -2.063 -0.046 0.724
H 1.148 -0.073 -2.162 0.080
H 2.301 0.636 -1.158 0.070
H 0.912 1.380 -1.451 0.071
H 0.460 -0.391 2.130 0.088
H 0.100 0.994 1.482 0.008
H 1.813 0.635 1.442 0.103
```

---

[13]
Formula: C4H6BrOP
Source: the OMol25 dataset
Level of theory: ωB97M-V/def2-TZVPD

Results
SMILES	C=CP(Br)/C=C\O
LUMO level	0.584	eV
energy above the lowest of the compared OMol25 structures with the same formula, charge and spin	154.4	kJ/mol
net charge	0
frontier orbital gap	9.13	eV

Geometry as XYZ:
```
13
Properties=species:S:1:pos:R:3:lowdin_charge:R:1
C -0.573 2.307 0.561 -0.111
C 1.067 -1.831 -0.444 -0.300
C -0.441 1.360 -0.344 -0.441
C -0.077 -1.730 0.213 -0.336
O 1.418 -0.912 -1.427 -0.079
P -1.265 -0.331 -0.318 0.567
Br -2.346 -0.274 1.597 0.276
H -0.284 3.313 0.500 0.032
H -0.917 2.057 1.625 0.033
H 1.821 -2.680 -0.238 0.135
H 2.326 -0.530 -1.289 0.129
H -0.298 1.621 -1.429 0.066
H -0.430 -2.370 0.995 0.029
```

---

[14]
Formula: C4H6CdO7
Source: the OMol25 dataset
Level of theory: ωB97M-V/def2-TZVPD

Results
LUMO level (alpha / beta)	2.660 / 0.680	eV
energy above the lowest of the compared OMol25 structures with the same formula, charge and spin	0.0	kJ/mol
multiplicity	2
net charge	-1
frontier orbital gap (alpha / beta)	7.03 / 5.05	eV

Geometry as XYZ:
```
18
Properties=species:S:1:pos:R:3:mulliken_spin:R:1
O -1.517 0.285 -4.052 -0.014
C -1.547 0.143 -2.798 0.129
O -2.611 0.339 -2.148 -0.050
O -0.407 -0.144 -2.189 -0.007
O 0.867 -1.213 0.973 0.000
C 0.972 -0.703 -0.325 0.000
C -0.412 -0.256 -0.763 -0.008
Cd -3.564 0.635 -3.964 0.946
H 1.337 -1.475 -1.025 0.000
H 1.667 0.152 -0.367 0.000
H -0.668 0.712 -0.314 0.002
H -1.162 -0.996 -0.453 0.002
C 1.373 0.588 2.878 0.000
O 1.787 1.663 2.396 0.000
O 0.093 0.564 3.408 0.000
H -0.061 1.419 3.826 0.000
O 2.100 -0.404 3.271 0.000
H 1.752 -1.308 1.646 0.000
```

---

[15]
Formula: C4H6Cl2N2
Source: the OMol25 dataset
Level of theory: ωB97M-V/def2-TZVPD

Results
SMILES	C=N/N=C\[C@H](Cl)CCl
LUMO level	0.475	eV
energy above the lowest of the compared OMol25 structures with the same formula, charge and spin	196.9	kJ/mol
net charge	0
frontier orbital gap	10.24	eV

Geometry as XYZ:
```
14
Properties=species:S:1:pos:R:3:lowdin_charge:R:1
C -1.444 0.087 -0.921 -0.675
C -0.481 -0.989 -0.611 -0.861
C 0.016 -1.066 0.880 -0.164
C 1.739 1.527 1.081 -0.055
H -2.076 0.373 -0.078 0.096
H -0.907 1.026 -1.121 0.054
H -1.037 -1.936 -0.720 0.082
H -0.001 -2.108 1.212 0.111
H 1.898 2.357 0.433 0.053
H 2.649 1.028 1.655 0.130
N 0.548 -0.129 1.525 -0.010
N 0.533 1.174 0.906 -0.007
Cl -2.213 -0.263 -2.478 0.571
Cl 0.776 -1.080 -1.762 0.675
```

---

[16]
Formula: C4H6Cl2O
Source: the OMol25 dataset
Level of theory: ωB97M-V/def2-TZVPD

Results
SMILES	CC(=O)[C@@H](Cl)CCl
LUMO level	0.569	eV
energy above the lowest of the compared OMol25 structures with the same formula, charge and spin	77.1	kJ/mol
net charge	0
frontier orbital gap	10.55	eV

Geometry as XYZ:
```
13
Properties=species:S:1:pos:R:3:lowdin_charge:R:1
C 0.834 0.173 -0.288 -0.373
C 1.963 -0.867 0.183 -0.037
C -1.690 0.871 0.472 -0.558
C -0.824 0.026 -0.423 -0.645
O 1.218 1.230 -0.728 0.053
Cl -3.417 0.599 -0.105 0.513
Cl -1.236 -1.749 -0.240 0.562
H -0.875 0.287 -1.423 0.064
H 2.701 -1.034 -0.716 0.109
H 1.662 -1.889 0.529 0.056
H 2.636 -0.220 0.847 0.093
H -1.558 0.603 1.473 0.052
H -1.415 1.968 0.418 0.111
```

---

[17]
Formula: C4H6Cl2Si
Source: the OMol25 dataset
Level of theory: ωB97M-V/def2-TZVPD

Results
SMILES	Cl[Si]1(Cl)C=CCC1
LUMO level	0.693	eV
energy above the lowest of the compared OMol25 structures with the same formula, charge and spin	71.4	kJ/mol
net charge	0
frontier orbital gap	10.67	eV

Geometry as XYZ:
```
13
Properties=species:S:1:pos:R:3:lowdin_charge:R:1
C 0.287 -0.549 0.955 -0.222
C -0.515 -1.567 1.061 -0.169
C 0.088 0.574 -0.112 -0.269
C -0.829 0.033 -1.205 -0.347
Si -1.854 -1.294 -0.401 -0.135
Cl -3.694 -0.809 0.436 0.274
Cl -1.902 -2.905 -1.731 0.263
H 1.023 -0.264 1.761 0.114
H -0.533 -2.434 1.711 0.056
H -0.468 1.401 0.366 0.108
H 1.127 0.882 -0.558 0.140
H -1.296 0.907 -1.712 0.084
H -0.186 -0.539 -1.989 0.101
```